Entry from the OMol25 dataset: C30H37AsCoNO4PS as an isolated structure (wB97M-V/def2-TZVPD).

Results
Net charge = +2
E = -5878.78675 Eh
Multiplicity = 2
Kohn-Sham gap (spin up / spin down) = 9.08 / 9.51 eV
Lowest unoccupied orbital energy (spin up / spin down) = -4.958 / -4.524 eV
Expectation value of S² = 1.082

Structure (XYZ):
```
76
Properties=species:S:1:pos:R:3:mulliken_spin:R:1
Co 0.83 1.03 -0.75 1.072
O 0.46 -0.17 0.64 -0.059
P -0.80 -0.49 1.45 -0.017
C -1.92 0.91 1.37 0.006
C -3.29 0.74 1.19 0.003
C -4.12 1.85 1.14 0.001
C -3.59 3.13 1.27 0.000
C -2.22 3.30 1.46 0.013
C -1.39 2.19 1.52 0.032
C -1.68 -1.92 0.84 0.001
C -1.95 -2.01 -0.53 0.006
C -2.71 -3.07 -1.00 0.000
C -3.19 -4.03 -0.13 0.000
C -2.91 -3.95 1.23 0.000
C -2.16 -2.89 1.71 -0.001
C -0.34 -0.76 3.14 0.001
C 0.91 -1.32 3.41 0.001
C 1.28 -1.58 4.72 0.000
C 0.40 -1.29 5.76 0.000
C -0.84 -0.73 5.49 0.000
C -1.22 -0.46 4.18 0.000
H -3.71 -0.25 1.08 0.000
H -5.19 1.73 1.01 0.000
H -4.24 3.99 1.24 0.000
H -1.81 4.29 1.58 0.000
H -0.33 2.32 1.70 -0.020
H -1.57 -1.26 -1.21 -0.001
H -2.93 -3.14 -2.06 0.000
H -3.79 -4.85 -0.50 0.000
H -3.29 -4.70 1.91 0.000
H -1.94 -2.83 2.77 0.000
H 1.60 -1.54 2.60 0.000
H 2.25 -2.01 4.94 0.000
H 0.69 -1.50 6.78 0.000
H -1.52 -0.51 6.30 0.000
H -2.18 -0.02 3.98 0.000
C 2.73 5.22 -1.73 -0.001
As 2.91 3.34 -1.49 0.006
C 3.95 2.60 -2.90 0.002
C 3.74 3.00 0.19 0.007
O 1.34 2.68 -1.51 -0.013
H 3.72 5.66 -1.87 0.000
H 2.25 5.65 -0.86 0.000
H 2.13 5.40 -2.62 0.000
H 4.92 3.09 -2.93 0.000
H 3.42 2.76 -3.84 0.000
H 4.06 1.53 -2.71 -0.001
H 4.79 3.30 0.15 0.000
H 3.67 1.94 0.41 -0.004
H 3.23 3.58 0.96 0.001
C 4.26 -1.70 -1.37 0.000
S 2.81 -1.22 -0.48 -0.001
O 2.55 0.19 -1.08 -0.013
C 1.63 -2.31 -1.20 0.007
C 1.26 -3.42 -0.45 0.000
C 0.41 -4.35 -1.02 0.001
C -0.08 -4.15 -2.30 0.000
C 0.27 -3.02 -3.03 -0.001
C 1.14 -2.08 -2.48 -0.012
H 4.06 -1.64 -2.44 0.000
H 4.50 -2.73 -1.09 0.000
H 5.07 -1.04 -1.08 -0.001
H 1.64 -3.55 0.55 0.000
H 0.12 -5.23 -0.46 0.000
H -0.74 -4.88 -2.74 0.000
H -0.12 -2.87 -4.02 0.000
H 1.44 -1.20 -3.04 0.004
C -2.98 1.30 -2.59 0.002
C -1.60 1.72 -2.19 0.003
N -1.21 2.96 -2.40 -0.002
O -0.84 0.86 -1.68 -0.023
H -3.51 2.07 -3.13 0.000
H -3.53 1.05 -1.68 0.000
H -2.91 0.40 -3.19 -0.001
H -1.84 3.63 -2.80 -0.001
H -0.27 3.23 -2.14 0.005
```